[1]
Formula: C34H24N9O10SYb
Source: the OMol25 dataset
Level of theory: ωB97M-V/def2-TZVPD

Geometry (Å):
Yb1 0.099 0.408 -0.663
S1 -0.620 5.368 1.432
O1 -1.163 5.047 2.722
O2 -0.378 1.574 5.130
O3 1.908 -1.327 1.472
O4 -0.780 -3.732 1.831
O5 2.388 0.579 -1.981
O6 -0.719 -1.518 2.165
O7 -0.814 6.682 0.897
O8 4.177 -0.630 -2.527
O9 -0.176 2.488 -0.802
O10 -1.818 -0.166 -1.459
N1 1.964 -0.734 0.190
N2 -1.274 1.168 -5.765
N3 0.428 1.252 1.699
N4 -1.081 4.235 0.343
N5 -0.158 0.931 -3.222
N6 -1.228 -0.850 1.002
N7 0.404 -1.588 -2.159
N8 0.460 -3.453 -3.240
N9 0.093 -2.543 -4.170
C1 3.588 3.886 0.990
C2 -0.581 2.099 -3.688
C3 1.256 3.903 0.539
C4 -0.075 3.504 -0.018
C5 -1.139 2.211 -4.953
C6 3.420 4.943 1.885
C7 -4.118 1.379 0.900
C8 2.939 -1.251 -0.568
C9 3.628 -2.427 -0.449
C10 -3.055 0.614 0.398
C11 2.165 5.499 2.107
C12 2.924 0.389 4.005
C13 -2.268 -0.171 1.327
C14 2.150 -3.697 1.146
C15 -3.741 1.173 -1.849
C16 1.103 4.958 1.410
C17 -0.310 -0.124 -4.024
C18 0.888 1.104 5.125
C19 3.524 0.171 5.225
C20 2.502 3.353 0.305
C21 1.497 0.871 6.353
C22 2.798 0.411 6.394
C23 1.284 -2.573 1.471
C24 -0.855 -0.003 -5.293
C25 -4.967 2.046 0.053
C26 3.239 -3.562 0.358
C27 0.645 -2.877 -2.051
C28 -0.007 -2.618 1.802
C29 0.965 1.052 2.693
C30 -4.773 1.923 -1.331
C31 1.608 0.858 3.956
C32 3.142 -0.348 -1.741
C33 0.067 -1.433 -3.471
C34 -2.832 0.522 -0.995
H1 4.168 0.025 -3.243
H2 0.959 -3.401 -1.159
H3 0.933 1.066 7.254
H4 3.442 0.192 3.076
H5 -1.494 3.169 -5.311
H6 -0.687 1.752 4.232
H7 -5.447 2.434 -2.008
H8 2.629 2.533 -0.392
H9 3.262 0.236 7.356
H10 0.569 -4.420 -3.494
H11 2.026 6.324 2.794
H12 4.280 5.339 2.410
H13 3.877 -4.434 0.260
H14 -0.476 2.951 -3.031
H15 1.986 -4.648 1.644
H16 4.468 -2.564 -1.115
H17 -3.591 1.077 -2.918
H18 -0.228 -4.506 1.670
H19 -0.959 -0.873 -5.927
H20 -4.259 1.441 1.974
H21 4.541 -0.191 5.275
H22 -5.778 2.645 0.442
H23 4.578 3.479 0.827
H24 -2.592 -0.202 2.366

Atoms 1-6, force components in eV/Å:
Yb 0.45 -0.88 -0.58
S -0.01 0.02 -0.08
O -0.04 0.02 0.07
O 0.10 -0.13 -0.04
O 0.07 -0.06 0.09
O 0.04 -0.05 0.04

gap between HOMO and LUMO (alpha / beta)	7.1 / 7.1	eV
spin multiplicity	2
<S²>	0.751

Löwdin population analysis, charges in e, atoms 1 to 4: atom 1 (Yb): 1.6501, atom 2 (S): 0.6265, atom 3 (O): -0.3021, atom 4 (O): 0.0979

[2]
Formula: C4H12N2Si
Source: the OMol25 dataset
Level of theory: ωB97M-V/def2-TZVPD

Geometry (Å):
Si1 0.159 -0.285 0.041
N1 -0.791 2.267 -1.610
N2 -1.809 2.830 -1.388
C1 -0.878 0.343 1.643
C2 1.853 0.592 0.103
C3 -0.968 0.162 -1.423
C4 0.205 -2.101 -0.083
H1 -1.051 1.369 1.580
H2 -1.907 3.780 -1.693
H3 2.417 0.474 -0.884
H4 0.551 -2.375 -1.018
H5 -2.034 0.110 -1.160
H6 0.827 -2.571 0.588
H7 -0.865 -2.631 -0.120
H8 2.614 0.368 0.816
H9 -1.822 -0.068 1.933
H10 -0.138 0.223 2.450
H11 -0.910 0.089 -2.575
H12 1.646 1.592 0.195

Atoms 1-6, force components in eV/Å:
Si -1.63 1.25 0.84
N 0.83 -1.81 -0.39
N -1.75 -2.04 0.71
C 2.39 -1.49 -0.95
C 0.36 -2.35 -2.52
C -0.14 3.07 -1.56

gap between HOMO and LUMO (alpha / beta)	8.5 / 8.3	eV
spin multiplicity	1
ΔE to the lowest compared entry with this formula, charge and spin	97.4	kcal/mol

natural (NBO) population analysis, charges in e, atoms 1 to 4: atom 1 (Si): 1.5799, atom 2 (N): -0.0703, atom 3 (N): -0.3736, atom 4 (C): -1.0476

[3]
Formula: C3H2N3O
Source: the OMol25 dataset
Level of theory: ωB97M-V/def2-TZVPD

Geometry (Å):
O1 0.089 -1.322 1.450
N1 1.901 -1.330 4.138
N2 1.247 0.582 1.295
N3 1.506 -0.966 3.173
C1 0.488 0.512 0.246
C2 -0.311 -0.646 0.315
C3 0.975 -0.476 1.961
H1 0.783 1.273 -0.444
H2 -1.152 -0.773 -0.328

Atoms 1-6, force components in eV/Å:
O -1.72 0.77 -1.61
N -0.47 0.42 -1.21
N 2.53 -0.05 3.53
N 0.44 0.41 0.36
C -1.23 -1.04 -1.59
C 1.81 2.13 0.22

gap between HOMO and LUMO (alpha / beta)	8.6 / 8.6	eV
spin multiplicity	1
ΔE to the lowest compared entry with this formula, charge and spin	29.3	kcal/mol
net charge	+1

natural (NBO) population analysis, charges in e, atoms 1 to 4: atom 1 (O): -0.3220, atom 2 (N): 0.3967, atom 3 (N): -0.3071, atom 4 (N): 0.1205

[4]
Formula: CH2OS3
Source: the OMol25 dataset
Level of theory: ωB97M-V/def2-TZVPD

Geometry (Å):
S1 1.693 -1.390 0.137
S2 3.579 -0.337 0.005
S3 1.452 1.531 0.275
O1 2.886 0.997 -0.456
C1 0.383 0.047 0.075
H1 -0.246 -0.384 0.820
H2 -0.120 0.018 -0.821

Atoms 1-6, force components in eV/Å:
S -0.30 0.05 -0.46
S -0.61 -2.14 1.32
S -0.44 -0.16 0.77
O -1.58 2.47 -1.43
C 4.05 -1.09 0.73
H -0.39 0.85 1.34

gap between HOMO and LUMO	8.1	eV
spin multiplicity	1
ΔE to the lowest compared entry with this formula, charge and spin	21.0	kcal/mol

natural (NBO) population analysis, charges in e, atoms 1 to 4: atom 1 (S): -0.0391, atom 2 (S): 0.4958, atom 3 (S): 0.5302, atom 4 (O): -0.8218

[5]
Formula: C6H6FO
Source: the OMol25 dataset
Level of theory: ωB97M-V/def2-TZVPD

Geometry (Å):
F1 3.111 -0.368 -1.065
O1 0.264 -0.606 -0.631
C1 -0.871 -0.336 -0.150
C2 0.467 1.165 0.869
C3 2.650 0.470 -0.220
C4 1.346 0.496 0.086
C5 -0.802 0.659 0.899
C6 -1.933 -1.225 -0.604
H1 -2.307 -1.680 0.360
H2 3.322 1.230 0.010
H3 -2.902 -0.885 -1.037
H4 -1.695 1.056 1.390
H5 -1.559 -1.930 -1.378
H6 0.910 1.954 1.469

Atoms 1-6, force components in eV/Å:
F 0.47 -1.08 -0.60
O 3.84 1.59 0.23
C 0.20 0.41 0.86
C -1.22 1.29 2.47
C -2.06 -0.41 -0.99
C -1.45 -3.53 -2.73

gap between HOMO and LUMO	8.8	eV
spin multiplicity	1
ΔE to the lowest compared entry with this formula, charge and spin	22.0	kcal/mol
net charge	+1

natural (NBO) population analysis, charges in e, atoms 1 to 4: atom 1 (F): -0.2248, atom 2 (O): -0.3782, atom 3 (C): 0.5690, atom 4 (C): -0.1266

[6]
Formula: C29H40AuClN3O2
Source: the OMol25 dataset
Level of theory: ωB97M-V/def2-TZVPD

Geometry (Å):
Au1 0.267 -0.209 -0.256
Cl1 2.491 -0.661 -1.913
O1 0.709 -4.150 -1.497
O2 0.241 3.973 -1.191
N1 0.642 1.940 -0.385
N2 0.522 -2.412 -0.132
N3 -3.604 0.350 2.667
C1 1.134 0.202 3.817
C2 -0.147 -1.252 -4.192
C3 -0.007 -0.001 -4.810
C4 -2.264 0.275 2.058
C5 -0.488 1.246 5.270
C6 -0.981 -2.538 -2.126
C7 -1.237 2.258 -2.009
C8 2.281 2.476 1.423
C9 0.099 -3.012 -1.213
C10 1.846 2.711 -0.012
C11 -0.110 2.694 -1.154
C12 -0.167 2.525 -4.804
C13 1.589 -4.474 -0.374
C14 -0.724 1.109 -2.799
C15 1.131 -3.667 1.946
C16 1.551 -3.251 0.540
C17 -1.484 1.026 4.320
C18 0.195 -2.521 -4.897
C19 -4.294 -0.902 2.879
C20 -0.581 -1.305 -2.854
C21 -4.477 1.402 2.202
C22 2.995 2.465 -0.971
C23 2.909 -2.596 0.624
C24 -0.309 1.188 -4.147
C25 0.832 0.848 5.022
C26 1.340 4.132 -0.229
C27 -0.521 -0.104 -2.159
C28 -1.177 0.402 3.109
C29 0.132 -0.031 2.877
H1 -5.374 -0.704 2.881
H2 0.162 -4.171 1.915
H3 -4.051 -1.640 2.096
H4 0.673 -2.289 -5.856
H5 1.182 -5.370 0.112
H6 0.401 -0.527 1.923
H7 0.213 2.391 -5.823
H8 -1.544 3.099 -2.640
H9 3.084 3.188 1.655
H10 -5.305 1.507 2.919
H11 0.918 4.574 0.689
H12 -1.227 -3.358 -2.806
H13 -3.932 2.353 2.144
H14 0.892 -3.120 -4.291
H15 3.845 3.077 -0.639
H16 0.320 0.038 -5.852
H17 2.056 4.822 -0.683
H18 2.714 2.771 -1.985
H19 0.535 3.169 -4.255
H20 -0.708 -3.117 -5.092
H21 2.655 1.458 1.566
H22 -4.025 -1.338 3.853
H23 -1.133 3.043 -4.863
H24 2.572 -4.700 -0.795
H25 2.149 -0.109 3.561
H26 -2.146 -0.658 1.476
H27 2.920 -1.804 1.379
H28 -4.917 1.163 1.214
H29 -0.746 1.701 6.224
H30 3.266 1.407 -1.006
H31 -2.074 1.960 -1.350
H32 -2.179 1.089 1.321
H33 3.642 -3.370 0.895
H34 -2.523 1.302 4.511
H35 -1.851 -2.319 -1.480
H36 1.880 -4.374 2.327
H37 1.082 -2.808 2.621
H38 1.631 1.018 5.747
H39 1.442 2.664 2.098
H40 3.171 -2.156 -0.346

Atoms 1-6, force components in eV/Å:
Au 0.60 0.92 0.37
Cl 0.78 -0.23 -0.59
O 0.18 -1.05 0.10
O 0.99 2.12 0.56
N -0.15 -0.94 0.88
N -1.08 -0.38 -0.82

gap between HOMO and LUMO (alpha / beta)	2.6 / 7.0	eV
spin multiplicity	3
<S²>	2.017
net charge	-1

Löwdin population analysis, charges in e, atoms 1 to 4: atom 1 (Au): 0.9039, atom 2 (Cl): -0.0602, atom 3 (O): 0.0244, atom 4 (O): -0.0187

[7]
Formula: C3H5NO2
Source: the OMol25 dataset
Level of theory: ωB97M-V/def2-TZVPD

Geometry (Å):
O1 1.455 -1.337 -0.072
O2 1.113 0.921 -0.066
N1 -1.802 -0.851 -0.164
C1 -0.718 0.069 0.517
C2 0.658 -0.416 0.038
C3 -0.281 1.388 -0.125
H1 -0.680 0.114 1.536
H2 -0.379 2.235 0.602
H3 -1.815 -0.347 -1.193
H4 -0.350 1.709 -1.312
H5 -2.654 -0.673 0.048

Atoms 1-6, force components in eV/Å:
O -3.20 1.79 0.15
O -0.89 -1.03 -0.33
N 8.52 2.16 -4.50
C -1.77 -2.98 -5.92
C 4.59 -0.37 1.04
C 1.40 2.20 -0.95

gap between HOMO and LUMO	11.0	eV
spin multiplicity	1
ΔE to the lowest compared entry with this formula, charge and spin	79.2	kcal/mol

natural (NBO) population analysis, charges in e, atoms 1 to 4: atom 1 (O): -0.5176, atom 2 (O): -0.5139, atom 3 (N): -0.7601, atom 4 (C): -0.1743

[8]
Formula: C3H10N2O2
Source: the OMol25 dataset
Level of theory: ωB97M-V/def2-TZVPD

Geometry (Å):
O1 1.316 0.157 -0.905
O2 -1.326 1.168 1.241
N1 0.809 -2.356 -0.482
N2 -0.717 0.888 -0.033
C1 -0.925 2.025 -0.914
C2 0.669 -2.432 0.786
C3 0.702 0.631 0.210
H1 -0.374 1.827 -1.831
H2 -1.987 2.099 -1.145
H3 -2.096 0.588 1.270
H4 0.701 -0.195 1.000
H5 -0.574 2.964 -0.469
H6 0.026 -2.722 -1.020
H7 1.222 1.529 0.582
H8 -0.047 -3.094 1.277
H9 1.084 -0.905 -0.971
H10 1.518 -2.170 1.404

Atoms 1-6, force components in eV/Å:
O -0.22 -2.08 -1.13
O 0.19 0.17 -0.17
N -0.61 0.30 0.59
N -0.39 -0.22 -0.16
C -0.09 -0.12 0.19
C 0.92 -1.93 -0.85

gap between HOMO and LUMO	9.2	eV
spin multiplicity	1
ΔE to the lowest compared entry with this formula, charge and spin	100.9	kcal/mol

natural (NBO) population analysis, charges in e, atoms 1 to 4: atom 1 (O): -0.7490, atom 2 (O): -0.6108, atom 3 (N): -0.6301, atom 4 (N): -0.1919

[9]
Formula: CH2ClPS
Source: the OMol25 dataset
Level of theory: ωB97M-V/def2-TZVPD

Geometry (Å):
Cl1 2.502 -1.647 0.674
S1 -1.016 -0.645 -0.742
P1 4.311 -0.833 0.384
C1 -1.820 0.639 -0.172
H1 -2.664 1.237 -0.730
H2 -1.313 1.248 0.586

Force components x, y, z for each atom (eV/Å):
Cl -0.05 -0.01 0.01
S -0.96 0.45 0.30
P 0.06 0.02 -0.01
C 0.23 1.55 -1.69
H 1.26 -1.68 1.13
H -0.55 -0.32 0.26

gap between HOMO and LUMO (alpha / beta)	7.0 / 7.0	eV
spin multiplicity	1
ΔE to the lowest compared entry with this formula, charge and spin	77.7	kcal/mol

natural (NBO) population analysis, charges in e, atoms 1 to 4: atom 1 (Cl): -0.2729, atom 2 (S): 0.0966, atom 3 (P): 0.2721, atom 4 (C): -0.4850

[10]
Formula: C4H7NO
Source: the OMol25 dataset
Level of theory: ωB97M-V/def2-TZVPD

Geometry (Å):
O1 0.518 0.131 0.775
N1 -1.133 2.308 -1.091
C1 1.850 0.289 0.226
C2 -0.903 1.207 -0.767
C3 -1.432 -1.182 -0.063
C4 -0.481 -0.092 -0.434
H1 0.273 0.912 1.313
H2 2.089 -0.666 -0.240
H3 2.532 0.520 1.044
H4 -0.897 -2.125 0.096
H5 1.830 1.077 -0.530
H6 -2.088 -1.002 0.804
H7 -2.078 -1.330 -0.937

Atoms 1-6, force components in eV/Å:
O -0.17 0.06 0.03
N 0.16 -0.83 0.33
C 0.33 0.03 -0.13
C -0.23 0.69 -0.29
C -0.07 -0.06 0.00
C -0.06 0.00 -0.05

gap between HOMO and LUMO	7.8	eV
spin multiplicity	1
ΔE to the lowest compared entry with this formula, charge and spin	104.8	kcal/mol

natural (NBO) population analysis, charges in e, atoms 1 to 4: atom 1 (O): -0.4955, atom 2 (N): -0.3967, atom 3 (C): -0.2449, atom 4 (C): 0.1660

[11]
Formula: C2H6NS
Source: the OMol25 dataset
Level of theory: ωB97M-V/def2-TZVPD

Geometry (Å):
S1 1.721 -0.078 -0.186
N1 -0.665 0.070 -0.471
C1 0.323 1.035 0.111
C2 0.340 -1.076 -0.257
H1 0.426 2.093 -0.230
H2 -0.771 0.394 -1.412
H3 0.221 -1.899 -0.862
H4 0.014 -1.530 2.117
H5 -0.035 1.109 1.233
H6 -1.574 -0.119 -0.044

Atoms 1-6, force components in eV/Å:
S 0.12 0.53 0.17
N 1.24 -0.75 0.19
C -0.61 1.60 3.90
C -0.90 1.87 0.76
H -0.50 -1.11 -0.41
H -0.42 -0.52 -1.28

gap between HOMO and LUMO (alpha / beta)	8.9 / 8.9	eV
spin multiplicity	1
ΔE to the lowest compared entry with this formula, charge and spin	112.0	kcal/mol
net charge	+1

natural (NBO) population analysis, charges in e, atoms 1 to 4: atom 1 (S): 0.4688, atom 2 (N): -0.5546, atom 3 (C): -0.3773, atom 4 (C): -0.2170

[12]
Formula: C6H12O
Source: the OMol25 dataset
Level of theory: ωB97M-V/def2-TZVPD

Geometry (Å):
O1 0.528 -1.272 -2.345
C1 -1.172 0.194 0.646
C2 1.652 -0.663 1.196
C3 -2.409 0.167 -0.258
C4 1.511 -0.041 -0.140
C5 1.319 0.797 1.044
C6 0.178 0.695 0.087
H1 1.046 -0.581 -2.776
H2 -2.324 -0.557 -1.074
H3 0.909 -1.400 1.497
H4 -2.627 1.149 -0.693
H5 -3.287 -0.106 0.345
H6 0.045 1.549 -0.585
H7 2.663 -0.891 1.529
H8 0.273 -0.844 -1.517
H9 1.873 1.667 1.363
H10 2.274 0.031 -0.910
H11 -1.389 0.889 1.469
H12 -1.063 -0.784 1.123

Atoms 1-6, force components in eV/Å:
O -0.19 0.03 -0.42
C 0.07 -0.08 0.10
C 0.02 -0.17 0.21
C 0.07 -0.01 -0.11
C 0.01 0.07 -0.06
C 0.03 0.29 0.29

gap between HOMO and LUMO	10.5	eV
spin multiplicity	1
ΔE to the lowest compared entry with this formula, charge and spin	64.8	kcal/mol

natural (NBO) population analysis, charges in e, atoms 1 to 4: atom 1 (O): -0.9389, atom 2 (C): -0.4109, atom 3 (C): -0.3952, atom 4 (C): -0.6099